# 1
ORCA calculation (wB97M-V/def2-TZVPD) on an isolated molecule of C22H28ClNO5.

CARTESIAN COORDINATES (ANGSTROEM)
C (5.3576, 0.7992, 1.8624)
C (4.5499, 0.2924, 0.6756)
O (3.2761, -0.2024, 1.0822)
C (3.2370, -1.4627, 1.5455)
O (4.2152, -2.1746, 1.5950)
C (1.8911, -1.8737, 1.9500)
C (1.5323, -3.1980, 2.2240)
C (2.3363, -4.4415, 2.1758)
N (0.2365, -3.2000, 2.5500)
C (-0.2941, -1.9270, 2.4891)
C (-1.6983, -1.8158, 2.8132)
O (-2.2890, -2.7364, 3.3534)
C (-2.4544, -0.5578, 2.4097)
O (-2.1985, -0.2749, 1.0389)
C (-2.1408, 1.0057, 0.6665)
O (-2.2793, 1.9296, 1.4257)
C (-1.9332, 1.1519, -0.8330)
C (-1.1540, 2.4389, -1.1210)
C (-1.0268, 2.6303, -2.6305)
C (-2.4169, 2.7363, -3.2554)
C (-3.1967, 1.4534, -2.9718)
C (-2.4574, 0.2583, -3.5785)
C (-1.0770, 0.1719, -2.9430)
Cl (-0.2009, -1.2390, -3.6498)
C (-0.2815, 1.4367, -3.2342)
C (-1.1994, -0.0484, -1.4406)
C (-3.3332, 1.2574, -1.4627)
C (0.7389, -1.0646, 2.1303)
C (0.7173, 0.4180, 2.0468)
H (5.5714, -0.0225, 2.5413)
H (6.2960, 1.2192, 1.5121)
H (4.8029, 1.5663, 2.3979)
H (4.3294, 1.1010, -0.0247)
H (5.0953, -0.5071, 0.1635)
H (3.3676, -4.1985, 1.9410)
H (1.9440, -5.1176, 1.4164)
H (2.2983, -4.9532, 3.1367)
H (-0.3280, -3.9969, 2.8064)
H (-2.1680, 0.3021, 3.0275)
H (-3.5260, -0.7422, 2.5452)
H (-1.6742, 3.2841, -0.6685)
H (-0.1626, 2.3793, -0.6666)
H (-0.4618, 3.5457, -2.8332)
H (-2.9470, 3.5934, -2.8361)
H (-2.3309, 2.8887, -4.3330)
H (-4.1946, 1.5224, -3.4167)
H (-3.0107, -0.6641, -3.3921)
H (-2.3619, 0.3822, -4.6588)
H (0.7172, 1.3552, -2.8010)
H (-0.1719, 1.5652, -4.3126)
H (-1.7506, -0.9682, -1.2421)
H (-0.2068, -0.1524, -0.9981)
H (-3.8987, 0.3472, -1.2519)
H (-3.8674, 2.1008, -1.0208)
H (1.6275, 0.8218, 2.4838)
H (0.6909, 0.7419, 1.0070)
H (-0.1364, 0.8429, 2.5641)

## Properties
relative energy (zero: lowest compared OMol25 entry of this formula, charge and spin) = 0.0 kJ/mol
SMILES = CCOC(=O)c1c(C)[nH]c(C(=O)COC(=O)[C@@]23C[C@@H]4C[C@@H](C[C@@](Cl)(C4)C2)C3)c1C
max |F| = 0.638 eV/A
total charge = 0

---

# 2
ORCA calculation (wB97M-V/def2-TZVPD) on an isolated molecule of C22H28F3N3O2.

CARTESIAN COORDINATES (ANGSTROEM)
C (3.4733, 1.8232, -2.3815)
C (2.5516, 2.3724, -1.3094)
O (1.7211, 1.3095, -0.8441)
C (1.0733, 1.5053, 0.3039)
O (1.1395, 2.5319, 0.9316)
C (0.2795, 0.2716, 0.7256)
C (1.2445, -0.7521, 1.4023)
C (2.6932, -0.5820, 1.0401)
C (3.3892, 0.4853, 1.6072)
C (4.7072, 0.7455, 1.2892)
C (5.3787, -0.0764, 0.3991)
C (4.7291, -1.1704, -0.1375)
C (3.3990, -1.4289, 0.1822)
C (2.7745, -2.6780, -0.3783)
F (2.3122, -3.4990, 0.5879)
F (3.6397, -3.4164, -1.0912)
F (1.7351, -2.4502, -1.1987)
C (-0.4165, -0.3458, -0.4914)
C (-1.5031, 0.5758, -1.0344)
N (-2.4935, 0.8490, -0.0121)
C (-3.6625, 1.5313, -0.5339)
C (-4.6263, 0.5734, -1.2370)
C (-5.1953, -0.4892, -0.2925)
N (-4.2039, -1.4562, 0.0872)
C (-3.6810, -1.6674, 1.3080)
C (-2.7667, -2.6881, 1.1821)
C (-2.8115, -3.0263, -0.1767)
N (-3.6839, -2.2737, -0.8195)
C (-1.8738, 1.5516, 1.0935)
C (-0.7995, 0.6789, 1.7359)
H (2.8889, 1.3990, -3.1932)
H (4.0982, 2.6216, -2.7708)
H (4.1066, 1.0443, -1.9646)
H (1.9124, 3.1699, -1.7055)
H (3.1167, 2.7753, -0.4614)
H (0.8868, -1.7526, 1.1679)
H (1.1657, -0.6167, 2.4838)
H (2.8745, 1.1275, 2.3060)
H (5.2126, 1.5872, 1.7383)
H (6.4065, 0.1215, 0.1371)
H (5.2551, -1.8333, -0.8071)
H (-0.8855, -1.2835, -0.1920)
H (0.3046, -0.5515, -1.2796)
H (-1.9907, 0.0773, -1.8732)
H (-1.0493, 1.5149, -1.4077)
H (-3.3832, 2.3403, -1.2329)
H (-4.1879, 1.9928, 0.3075)
H (-5.4527, 1.1548, -1.6490)
H (-4.1263, 0.0608, -2.0581)
H (-5.5845, -0.0238, 0.6159)
H (-6.0098, -1.0152, -0.8022)
H (-3.9869, -1.0959, 2.1610)
H (-2.1611, -3.1288, 1.9480)
H (-2.2529, -3.7772, -0.6998)
H (-2.6410, 1.7738, 1.8405)
H (-1.4256, 2.5082, 0.7721)
H (-0.3456, 1.2317, 2.5599)
H (-1.2688, -0.2267, 2.1221)

## Properties
relative energy (zero: lowest compared OMol25 entry of this formula, charge and spin) = 108.8 kJ/mol
SMILES = CCOC(=O)C1(Cc2ccccc2C(F)(F)F)CCN(CCCn2cccn2)CC1
max |F| = 0.863 eV/A
total charge = 0

---

| no. | highest occupied orbital energy (eV) |
| --- | --- |
| 1 | -8.65 |
| 2 | -8.29 |